Density functional theory data (ωB97M-V/def2-TZVPD) for 2 unconnected molecules or ions with the total composition C2H12N4 at a distorted geometry.

XYZ file:
```
18
Properties=species:S:1:pos:R:3:forces:R:3
N 2.438 0.303 0.406 -0.9 1.0 -0.2
C 1.749 -0.631 1.326 -0.3 0.3 -0.9
N 1.376 -1.866 0.675 0.7 -0.6 0.2
H 2.221 0.149 -0.578 0.1 -0.9 0.2
H 1.898 1.164 0.511 0.6 0.2 0.2
H 0.858 -0.123 1.718 0.1 0.0 0.3
H 2.453 -0.807 2.140 -0.3 -0.4 0.0
H 0.474 -1.915 0.226 -0.1 0.5 0.1
H 1.461 -2.648 1.302 0.0 -0.2 0.0
N -2.634 -0.024 -1.039 -0.1 0.8 -0.2
C -1.638 0.796 -0.387 0.4 0.7 -1.0
N -0.609 1.144 -1.418 -0.1 -0.6 0.9
H -2.195 -0.718 -1.629 -0.1 -0.2 0.3
H -3.313 -0.404 -0.402 0.0 -0.3 0.0
H -1.235 0.323 0.511 0.6 -0.1 -0.1
H -1.992 1.782 -0.088 -1.0 -0.3 0.4
H -0.189 1.989 -1.056 0.6 0.1 0.0
H -1.123 1.486 -2.219 -0.3 -0.2 -0.2
```
Positions in Å, forces in eV/Å.

The value obtained for the molecular weight is 92.1 g/mol. The charge is 0. The HOMO energy is -8.85 eV. The total energy is -8228.12823 eV. The SMILES is NCN.NCN. The energy relative to the best compared isomer or geometry (same formula, charge and spin) comes out at 61.79 kJ/mol. As for the spin multiplicity: 1. For the largest force on an atom, the calculation gives 1.38 eV/A. The HOMO-LUMO gap is 9.70 eV. The lowest unoccupied orbital energy comes out at 0.851 eV.

Atom charges from the Mulliken analysis, given in e for atoms 1 to 8: -0.69 -0.14 -0.54 0.28 0.25 0.14 0.30 0.19